Record 1
105
Properties=species:S:1:pos:R:3:forces:R:3:mulliken_spin:R:1 method="wB97M-V/def2-TZVPD" gap_ev="7.0 / 6.1" mol_weight_da=1029.3 fmax_ev_per_a=0.61 multiplicity=3 s2=2.02 relative_energy_kj_mol=42.4 charge=+2 homo_ev="-12.43 / -12.43"
Mo 0.15299 -0.07003 -0.56416 0.491 0.343 0.093 2.077
O 1.41760 -0.22521 1.08735 -0.109 0.066 -0.038 0.022
N 2.76111 -0.27442 1.08399 0.073 -0.021 -0.004 0.010
C 3.38309 -0.32815 2.28387 0.085 -0.002 0.042 0.003
C 4.74407 -0.42074 2.33948 -0.043 -0.005 -0.037 0.005
C 5.47063 -0.45869 1.14200 -0.027 -0.001 0.007 0.004
C 4.80978 -0.39465 -0.05993 -0.040 -0.004 0.027 0.007
C 3.41062 -0.30060 -0.09004 0.062 0.002 -0.044 0.004
S 2.47134 -0.21480 -1.52737 -0.444 -0.046 0.038 -0.021
H 2.73162 -0.29411 3.14256 -0.022 0.006 0.009 0.000
H 5.23189 -0.46422 3.30057 0.021 0.006 0.031 0.000
H 6.54795 -0.53960 1.16106 0.027 -0.013 0.005 0.000
H 5.34058 -0.41897 -0.99986 0.014 -0.005 -0.031 0.000
I 0.70307 2.74387 -0.37034 -0.084 -0.285 -0.115 -0.021
C 1.04058 2.84066 -2.43833 -0.012 0.066 0.143 -0.018
C 1.52739 4.01140 -2.93982 -0.015 -0.044 -0.051 0.000
C 1.68696 4.13947 -4.33323 -0.007 -0.016 0.046 -0.004
C 1.31805 3.11061 -5.14697 -0.006 -0.011 0.025 0.007
C 0.80154 1.90093 -4.62269 0.011 -0.009 -0.012 -0.002
C 0.40005 0.86571 -5.50056 -0.021 -0.006 0.041 0.017
C -0.10705 -0.29237 -5.00254 -0.014 0.015 0.020 -0.012
C -0.19624 -0.47928 -3.60639 0.034 -0.035 0.042 0.037
C 0.19300 0.46655 -2.69093 0.069 0.107 -0.095 -0.134
C 0.67554 1.71667 -3.21739 0.119 -0.020 -0.022 0.060
H 1.78046 4.83648 -2.28931 0.010 0.023 0.016 0.001
H 2.08344 5.05741 -4.74116 0.009 0.032 -0.016 0.000
H 1.41211 3.20281 -6.22014 0.004 0.005 -0.047 0.000
H 0.49639 1.01993 -6.56589 0.011 0.007 -0.062 0.001
H -0.43006 -1.08315 -5.66494 -0.004 -0.025 -0.022 0.001
H -0.58586 -1.42807 -3.27646 0.025 -0.033 0.017 -0.012
C -4.92976 1.48124 6.89612 0.008 0.018 -0.050 0.000
C -4.06979 1.58633 5.62421 -0.023 0.079 -0.031 0.000
C -5.01809 1.51923 4.42799 -0.071 0.079 0.229 0.000
C -3.38323 2.95585 5.63710 -0.024 -0.016 0.009 0.000
C -3.01556 0.43305 5.60805 -0.086 0.020 0.036 0.000
O -2.36401 0.38819 6.89095 -0.037 0.032 -0.035 0.000
C -3.61784 -0.98368 5.39239 0.178 -0.004 -0.017 0.000
C -3.89767 -1.60444 4.00761 -0.117 0.007 0.095 -0.002
C -5.26791 -1.35679 3.43303 -0.084 -0.254 -0.141 0.000
C -5.46080 -0.53422 2.33241 -0.087 -0.307 -0.292 -0.001
C -6.72618 -0.29715 1.81930 0.057 -0.026 0.004 0.000
C -7.82144 -0.90023 2.41424 -0.025 -0.027 0.060 0.000
Cl -9.40471 -0.61474 1.77544 -0.002 -0.002 0.003 0.000
C -7.65909 -1.73179 3.51314 -0.026 0.076 -0.052 0.000
C -6.38644 -1.95248 4.01224 0.112 0.009 -0.053 0.000
C -1.71925 0.73817 4.79798 -0.016 -0.089 0.238 -0.002
N -1.68292 0.78790 3.33714 0.039 -0.205 -0.158 0.003
C -0.88001 0.08105 2.55427 -0.048 -0.192 0.006 0.056
N -1.05145 0.44439 1.28526 0.002 -0.033 0.013 -0.083
C -1.99874 1.42586 1.37133 -0.083 0.037 0.093 0.018
N -2.37822 1.66955 2.59645 -0.100 0.047 -0.141 0.000
H -5.77465 2.16278 6.80421 -0.020 0.010 -0.007 0.000
H -4.38883 1.78443 7.79272 0.054 0.002 0.043 0.000
H -5.34506 0.48399 7.05020 -0.024 0.004 0.006 0.000
H -5.66471 2.39653 4.44639 -0.032 0.071 -0.002 0.000
H -5.66094 0.64006 4.46918 0.046 0.263 0.140 0.000
H -4.48950 1.52361 3.47909 -0.044 0.029 0.084 0.000
H -4.12262 3.72645 5.85157 -0.031 0.031 0.007 0.000
H -2.94300 3.19378 4.66826 0.015 0.023 -0.012 0.000
H -2.61484 3.01337 6.40848 0.024 0.009 0.045 0.000
H -3.03395 0.31778 7.58105 0.032 0.006 -0.054 0.000
H -4.55207 -1.03721 5.95698 0.086 0.022 0.066 0.000
H -2.92041 -1.64580 5.90999 0.023 0.016 -0.026 0.000
H -3.78382 -2.68466 4.13764 0.000 0.038 -0.022 0.000
H -3.15356 -1.31854 3.27322 0.248 0.120 -0.180 0.002
H -4.61042 -0.04447 1.87554 0.092 0.004 -0.064 0.000
H -6.87068 0.36121 0.97457 -0.010 0.024 -0.041 0.000
H -8.52023 -2.20048 3.96584 -0.040 -0.015 0.013 0.000
H -6.26402 -2.60608 4.86751 0.003 -0.023 0.029 0.000
H -1.00101 -0.03208 5.08141 -0.025 -0.001 -0.034 0.001
H -1.33311 1.69029 5.15447 -0.011 -0.049 0.032 0.000
H -0.20456 -0.67576 2.90749 0.028 -0.036 0.035 -0.003
H -2.38996 1.96258 0.52448 -0.009 0.027 -0.064 0.009
N -2.42127 1.68002 -2.32794 -0.093 0.079 0.046 0.007
C -2.85155 0.47570 -1.88761 0.005 0.101 -0.116 0.003
C -4.16301 0.05512 -2.20567 0.017 0.008 0.052 -0.003
C -4.66801 -1.08543 -1.65433 0.041 0.011 -0.022 0.004
C -3.87010 -1.82200 -0.76492 -0.026 0.145 0.090 -0.001
C -2.60806 -1.37610 -0.52240 -0.125 0.090 0.181 0.015
N -2.05194 -0.27129 -1.10181 0.115 -0.197 -0.048 -0.087
H -2.97664 2.14974 -3.02461 -0.007 -0.010 0.024 -0.001
H -1.43105 1.86522 -2.36389 -0.130 -0.019 -0.022 -0.007
H -4.75241 0.66260 -2.87721 -0.019 0.035 -0.014 0.000
H -5.67244 -1.40869 -1.88949 -0.032 0.000 -0.002 0.000
H -4.24355 -2.69493 -0.25563 -0.026 -0.085 0.027 0.000
H -1.97057 -1.90989 0.16942 -0.108 0.085 0.011 -0.012
O 6.11569 -4.05361 0.49675 0.103 -0.024 -0.121 0.000
C 5.02499 -4.30602 1.33324 -0.057 -0.019 0.134 0.000
N 3.77891 -3.93934 0.67623 0.000 0.048 0.079 -0.001
C 2.75318 -4.81156 0.48291 -0.018 0.078 -0.102 0.000
O 2.72019 -5.94684 0.89374 -0.003 -0.161 0.000 -0.001
C 1.58986 -4.23264 -0.28109 -0.049 0.061 0.046 -0.003
C 0.83043 -5.01998 -1.13588 -0.018 0.040 0.067 0.013
C -0.25094 -4.43456 -1.76994 0.005 0.042 0.039 0.001
C -0.52710 -3.09867 -1.54504 -0.031 -0.095 -0.133 0.043
N 0.20785 -2.32136 -0.73512 0.033 0.016 0.150 -0.047
C 1.23136 -2.91372 -0.09692 0.075 -0.045 -0.060 0.060
H 6.25239 -4.80009 -0.09855 0.011 0.034 0.038 0.000
H 5.16831 -3.68057 2.21661 -0.020 -0.052 -0.047 0.000
H 4.93555 -5.34953 1.63894 0.002 0.062 -0.015 0.000
H 3.80640 -3.09747 0.12161 0.051 -0.015 -0.001 -0.001
H 1.07777 -6.06269 -1.27676 0.033 -0.052 0.014 0.000
H -0.88943 -5.00027 -2.43165 -0.012 -0.015 -0.033 0.000
H -1.38994 -2.64683 -2.01256 0.137 -0.051 -0.045 -0.009
H 1.77890 -2.31003 0.60618 -0.044 -0.017 -0.036 -0.008

Record 2
102
Properties=species:S:1:pos:R:3:forces:R:3:mulliken_spin:R:1 method="wB97M-V/def2-TZVPD" gap_ev="4.7 / 7.2" mol_weight_da=851.0 fmax_ev_per_a=2.33 multiplicity=5 s2=6.06 charge=+1 homo_ev="-7.85 / -10.79"
Ru 0.00923 -0.37273 -0.15112 -0.432 0.588 0.988 2.133
N -4.01281 1.29350 0.83226 0.356 -0.542 0.104 0.027
C -3.07673 0.35616 1.03364 -0.290 0.218 0.006 -0.010
N -2.18785 0.41137 0.06764 0.319 -0.098 -0.009 0.017
C -2.62320 1.43251 -0.74318 -0.723 -0.371 0.758 -0.031
N -3.74598 1.97944 -0.28399 0.221 0.460 -0.488 0.122
C -2.03913 1.79715 -1.98882 -0.137 0.557 -0.463 0.323
C -2.81627 2.45596 -2.94806 0.241 -0.120 0.503 -0.053
N -2.41147 2.76036 -4.15311 -0.725 0.431 -0.425 0.257
C -1.15483 2.38427 -4.47926 0.730 -0.374 0.316 0.084
C -0.31763 1.78274 -3.59159 -0.087 0.341 -0.823 0.106
N -0.71003 1.51306 -2.30264 -0.966 0.161 -0.578 0.303
H -4.79209 1.56820 1.41183 0.103 -0.164 -0.071 0.000
H -3.08123 -0.34755 1.84400 0.010 -0.005 0.204 0.008
H -3.82179 2.74403 -2.67708 -0.139 -0.077 0.077 -0.004
H -0.83987 2.60984 -5.48516 0.206 -0.089 -0.090 0.006
H 0.70126 1.52701 -3.83939 0.031 -0.009 0.024 0.041
C 1.79988 -5.22160 0.13423 -0.056 0.157 0.233 0.002
C 1.62123 -3.78645 0.61809 -0.232 0.057 -0.186 0.015
C 2.34639 -2.83620 -0.33942 -0.265 0.320 0.172 -0.160
C 0.12090 -3.44037 0.77445 0.238 -0.857 0.109 0.015
C -0.52363 -4.23318 1.91735 -0.334 -0.405 -0.928 0.002
O -0.28360 -3.41024 3.04127 0.478 1.103 0.347 0.011
C 0.01135 -2.17228 2.57760 -0.520 -1.111 -1.984 0.062
N 0.01580 -2.06311 1.26431 -0.027 0.162 1.233 -0.039
C 0.42062 -1.23482 3.57511 0.382 1.321 1.271 -0.019
C 0.46651 -1.69527 4.90859 -0.163 -0.123 -0.619 0.007
C 0.97593 -0.91481 5.91503 0.136 0.388 0.145 -0.002
C 1.46503 0.35750 5.62897 -0.089 -0.357 -0.007 0.007
C 1.41943 0.83213 4.33429 -0.066 -0.074 -0.032 0.001
C 0.88659 0.06882 3.29736 -0.057 -0.650 0.044 0.003
P 0.71218 0.91200 1.69309 -0.381 0.303 -0.673 -0.047
C -0.59685 2.10805 2.14349 -0.038 -0.015 0.091 -0.020
C -1.41678 1.89744 3.25047 0.192 0.019 -0.028 0.000
C -2.40470 2.81011 3.57530 -0.116 0.017 0.073 -0.005
C -2.60175 3.93741 2.79564 0.008 -0.044 0.035 0.002
C -1.80277 4.14619 1.68339 -0.023 0.040 -0.013 -0.003
C -0.81468 3.23583 1.35303 0.062 -0.150 0.033 0.063
C 2.25861 1.87799 1.71593 0.004 -0.181 -0.011 -0.013
C 3.41917 1.12812 1.52895 -0.106 0.003 0.135 -0.006
C 4.66040 1.72471 1.61773 0.058 -0.085 0.066 0.001
C 4.75575 3.08184 1.88655 -0.062 0.030 0.120 0.001
C 3.60628 3.82713 2.08445 0.123 0.076 0.036 -0.002
C 2.35732 3.23316 2.00557 -0.145 -0.145 -0.069 0.004
H 2.85836 -5.44336 0.02914 0.078 -0.097 -0.064 0.000
H 1.37322 -5.93864 0.82945 0.032 -0.171 0.033 0.000
H 1.31754 -5.35770 -0.83148 -0.002 -0.030 -0.177 0.000
H 2.05860 -3.68603 1.61795 0.020 0.005 0.014 0.002
H 1.92347 -1.80433 -0.31906 0.367 -0.462 0.000 0.144
H 2.28427 -3.21396 -1.35769 -0.007 0.071 -0.151 -0.009
H 3.39688 -2.76984 -0.06921 0.127 0.053 -0.058 -0.004
H -0.40431 -3.60622 -0.16441 0.036 0.155 0.095 -0.009
H -0.06995 -5.20376 2.09675 -0.007 0.036 0.028 0.001
H -1.60606 -4.36037 1.78706 0.146 0.068 0.038 0.000
H 0.10737 -2.68976 5.11807 0.006 -0.040 0.086 0.001
H 1.00165 -1.29331 6.92375 0.012 -0.046 0.129 0.000
H 1.88207 0.97269 6.40864 0.047 0.079 0.141 0.000
H 1.79296 1.82343 4.12146 -0.011 0.016 0.027 0.002
H -1.27841 1.02587 3.87369 -0.026 -0.021 0.085 0.001
H -3.01463 2.63953 4.44975 -0.087 -0.005 0.083 -0.001
H -3.37308 4.64677 3.05321 -0.055 0.094 0.032 0.000
H -1.94958 5.02463 1.07440 -0.012 0.072 -0.114 -0.001
H -0.19617 3.40474 0.48501 0.010 0.042 -0.032 -0.042
H 3.32674 0.07291 1.29774 0.103 -0.080 0.006 0.017
H 5.55502 1.14189 1.46346 0.098 -0.093 -0.010 0.000
H 5.72331 3.55819 1.94431 0.076 0.019 0.012 0.000
H 3.67886 4.88167 2.30465 0.004 0.096 0.001 0.002
H 1.47197 3.82943 2.17192 -0.025 0.017 0.016 0.001
C -2.44842 -2.27119 -1.64370 -0.003 0.012 0.139 0.022
N -2.76584 -3.45346 -2.42458 -0.308 -0.313 0.191 0.000
C -1.54238 -4.16586 -2.77947 0.036 -0.044 0.104 0.001
N -0.61721 -3.31212 -3.51791 0.350 -0.274 -0.051 0.003
C -0.30680 -2.14311 -2.71441 0.053 -0.066 -0.051 0.099
N -1.50514 -1.37045 -2.33523 0.235 -0.258 0.257 -0.051
C -2.17468 -0.98055 -3.59849 -0.009 0.372 -0.092 -0.012
N -2.50930 -2.13137 -4.41253 -0.255 0.028 -0.394 0.000
C -3.39521 -3.01433 -3.66718 -0.134 0.019 -0.050 0.000
C -1.29533 -2.86981 -4.73265 0.058 0.035 -0.125 0.003
H -2.03523 -2.56552 -0.67340 -0.024 0.036 -0.084 0.003
H -3.37849 -1.72069 -1.46356 0.148 -0.008 0.058 0.002
H -1.80337 -5.02611 -3.40270 0.035 0.055 0.097 0.000
H -1.05801 -4.53479 -1.87110 0.001 0.002 -0.052 0.000
H 0.36652 -1.49021 -3.28432 -0.070 -0.044 0.168 -0.018
H 0.20136 -2.47142 -1.80115 0.009 0.036 -0.161 -0.056
H -1.51003 -0.32879 -4.17363 -0.113 -0.049 0.138 0.012
H -3.09300 -0.43671 -3.35370 0.140 -0.005 -0.031 0.005
H -3.62374 -3.88939 -4.27799 -0.043 0.024 0.008 0.000
H -4.32604 -2.49339 -3.43419 0.014 0.019 -0.021 0.000
H -0.61997 -2.23734 -5.31199 -0.020 0.016 -0.006 0.000
H -1.55860 -3.74702 -5.32614 0.034 0.042 -0.049 0.000
C 0.30707 1.21215 -1.38091 0.793 -0.536 0.765 0.491
C 1.32186 2.23034 -1.36087 0.465 0.476 0.090 -0.093
C 0.96509 3.59204 -1.50900 -0.029 -0.361 -0.073 0.137
C 1.89638 4.59456 -1.37777 0.123 0.081 0.011 -0.060
C 3.23665 4.27843 -1.20707 0.019 -0.075 -0.091 0.124
C 3.62662 2.94737 -1.16585 0.094 0.112 -0.073 -0.047
C 2.68733 1.93757 -1.18945 -0.340 -0.045 -0.386 0.095
H -0.06789 3.85304 -1.68464 -0.162 0.020 -0.021 0.016
H 1.57393 5.62453 -1.40532 0.020 0.121 -0.093 0.002
H 3.97259 5.05939 -1.11669 0.136 0.138 -0.041 0.006
H 4.67707 2.70675 -1.10111 0.069 -0.058 0.065 0.002
H 2.98787 0.89753 -1.13663 0.027 0.010 0.008 0.004

| no. | calculated total energy (Ha) |
| --- | --- |
| 1 | -3629.01321 |
| 2 | -2724.90671 |